DFT (ωB97M-V/def2-TZVPD) results for 2 unconnected molecules or ions with the total composition C3H10NO.

Computed properties:
Energy, eV: -6802.75730
LUMO, eV: -3.310
HOMO level, Eh: -0.553
Net charge: +1

Each atom is followed by the atoms it is bonded to, with distances in Å.
CARTESIAN COORDINATES (ANGSTROEM)
1 C 0.30 -2.42 0.12  O2 1.444, H3 1.095, H4 1.086, H5 1.089
2 O 1.30 -1.46 0.52  C1 1.444, H6 0.939
3 H 0.65 -3.46 0.03  C1 1.095
4 H 0.07 -2.15 -0.90  C1 1.086
5 H -0.47 -2.47 0.89  C1 1.089
6 H 1.84 -1.85 1.18  O2 0.939
7 C -0.26 1.48 -0.76  C8 1.318, N9 1.496, H10 1.079
8 C -1.36 2.20 -0.83  C7 1.318, H11 1.082, H12 1.085
9 N 0.29 1.09 0.58  C7 1.496, H13 1.006, H14 1.030, H15 1.018
10 H 0.37 1.31 -1.62  C7 1.079
11 H -1.80 2.41 -1.79  C8 1.082
12 H -2.02 2.43 0.00  C8 1.085
13 H 0.46 1.96 1.06  N9 1.006
14 H 1.03 0.39 0.41  N9 1.030
15 H -0.38 0.54 1.11  N9 1.018

Results of the Mulliken charge analysis, in e, for atoms 1 through 4:
1. C -0.597
2. O -0.545
3. H 0.318
4. H 0.249